{"formula": "C5H8N2", "method": "the ωB97M-V functional and the def2-TZVPD basis", "energy_ev": -8291.713, "charge": 0, "smiles": "C[C@H]1CN1CC#N", "orbital_gap_ev": 10.5, "de_lowest_kj_mol": 316.8, "symbols": ["C", "C", "C", "N", "C", "C", "N", "H", "H", "H", "H", "H", "H", "H", "H"], "coordinates": [[1.6322, 0.5517, 0.8796], [0.4036, -0.2911, 0.4978], [-0.7660, -0.5966, 1.3753], [-0.8576, 0.3856, 0.2399], [-1.4054, 0.2250, -1.3041], [-0.2022, 0.1878, -2.1347], [0.7498, -0.2517, -2.6294], [1.6026, 1.1295, 1.8205], [1.8733, 1.2818, 0.0949], [2.4610, -0.1528, 0.9648], [0.6198, -1.1340, -0.3246], [-1.2089, -1.5746, 1.2407], [-0.8805, -0.2314, 2.4208], [-1.9531, -0.6078, -1.8295], [-2.0686, 1.0786, -1.3119]]}